Below is a cluster of 2 separate species, CHCl2NO in total at a distorted geometry, with properties calculated with wB97M-V/def2-TZVPD.

The value obtained for the frontier orbital gap is 0.368 hartree. The value obtained for the HOMO energy is -0.366 hartree. Its SMILES is [O-][N+]#CCl.Cl. The total energy comes out at -1088.95578 Ha. The value obtained for the energy relative to the best compared isomer or geometry (same formula, charge and spin) is 127.7 kJ/mol. As for the total charge: 0. The LUMO energy comes out at 0.0 eV.

Each line ends with the natural charge from an NBO analysis.
Atoms and positions in Å:
C (2.928, 0.427, -0.034)  0.00
N (3.043, -0.738, -0.014)  0.22
O (2.952, -1.871, 0.252)  -0.36
Cl (3.245, 2.034, -0.163)  0.15
Cl (-0.199, -0.110, 1.196)  -0.28
H (0.458, 0.539, 0.218)  0.27